A structure of composition C46H51N6O3PReS2 in a non-equilibrium geometry. Source: OMol25; level of theory: the ωB97M-V functional and the def2-TZVPD basis.

Last column: Mulliken charge in e.
Cartesian coordinates (Å):
Re  0.057  -0.444  0.295  1.46
C  -1.184  -3.227  -6.241  -1.59
C  -0.704  -3.266  -4.818  1.25
C  0.637  -3.081  -4.511  -1.12
C  1.080  -3.099  -3.196  -0.27
C  0.166  -3.299  -2.175  -0.36
C  -1.178  -3.514  -2.457  -0.44
C  -1.602  -3.488  -3.773  -0.98
S  0.779  -3.720  -0.578  1.49
O  2.203  -3.913  -0.719  -0.73
O  -0.011  -4.835  -0.132  -0.75
N  0.560  -2.454  0.485  0.33
C  0.504  -2.943  1.806  -0.63
C  1.175  -4.041  2.299  0.09
C  0.929  -4.513  3.603  -1.33
C  0.014  -3.909  4.417  -0.94
C  -0.657  -2.753  3.963  1.47
C  -1.592  -2.046  4.744  -1.10
C  -2.155  -0.910  4.243  -1.40
C  -1.761  -0.451  2.976  -0.13
N  -0.888  -1.074  2.211  0.12
C  -0.368  -2.252  2.679  -0.27
H  -0.369  -3.412  -6.939  0.40
H  -1.605  -2.245  -6.473  0.27
H  -1.962  -3.970  -6.417  0.42
H  1.353  -2.937  -5.312  0.34
H  2.132  -3.003  -2.965  0.72
H  -1.863  -3.742  -1.653  0.71
H  -2.646  -3.677  -4.001  0.45
H  1.876  -4.574  1.673  0.68
H  1.465  -5.388  3.945  0.43
H  -0.202  -4.293  5.406  0.49
H  -1.845  -2.409  5.733  0.46
H  -2.875  -0.336  4.809  0.51
H  -2.165  0.476  2.597  0.71
O  -1.887  -1.264  -0.476  0.21
N  -3.056  -0.931  -0.964  -0.21
C  -3.284  -0.981  -2.287  -0.38
C  -4.541  -0.703  -2.786  -1.14
C  -5.570  -0.370  -1.925  -0.47
C  -5.311  -0.334  -0.561  -0.87
C  -4.048  -0.622  -0.102  -0.19
H  -2.435  -1.266  -2.884  0.91
H  -4.691  -0.753  -3.856  0.53
H  -6.558  -0.151  -2.303  0.44
H  -6.083  -0.095  0.156  0.49
H  -3.753  -0.640  0.936  0.49
C  3.296  -1.038  1.822  -1.69
P  1.937  0.163  1.600  1.36
C  2.893  1.654  1.166  -0.28
C  1.509  0.561  3.341  0.59
C  1.675  -0.384  4.350  -0.72
C  1.355  -0.084  5.667  -0.87
C  0.868  1.171  5.999  -0.76
C  0.705  2.126  5.004  -0.69
C  1.021  1.821  3.689  -0.45
H  2.924  -2.058  1.873  0.11
H  3.860  -0.802  2.725  0.64
H  3.961  -0.959  0.966  0.49
H  3.716  1.774  1.871  0.68
H  2.255  2.534  1.213  -0.30
H  3.291  1.553  0.155  0.10
H  2.061  -1.370  4.117  0.33
H  1.495  -0.834  6.435  0.47
H  0.629  1.409  7.027  0.40
H  0.345  3.115  5.257  0.52
H  0.898  2.585  2.930  0.34
C  -1.778  5.461  1.538  -1.26
N  -1.362  4.102  1.889  0.50
C  -2.181  3.496  2.930  -0.96
C  -0.674  3.341  1.001  -0.48
S  -1.192  1.731  0.798  -0.01
N  0.337  3.933  0.348  0.40
C  0.844  3.446  -0.925  -1.28
C  1.056  5.084  0.884  -1.18
H  -2.869  5.494  1.508  0.40
H  -1.407  5.733  0.555  0.42
H  -1.426  6.188  2.270  0.36
H  -2.361  4.253  3.692  0.39
H  -1.658  2.657  3.382  0.17
H  -3.142  3.151  2.537  0.33
H  0.388  2.494  -1.167  -0.08
H  1.924  3.318  -0.866  0.54
H  0.619  4.171  -1.712  0.49
H  0.820  5.223  1.935  0.38
H  0.828  6.001  0.337  0.36
H  2.124  4.886  0.785  0.41
C  4.989  0.258  -2.229  -0.90
C  4.413  -0.857  -1.646  -0.97
C  3.043  -0.908  -1.410  -0.59
C  2.225  0.157  -1.757  -0.12
C  2.808  1.265  -2.385  -0.51
C  4.172  1.320  -2.606  -0.94
N  0.821  0.130  -1.469  1.82
C  0.045  0.527  -2.611  0.47
C  0.441  0.155  -3.902  -0.38
C  -0.266  0.565  -5.018  -0.98
C  -1.380  1.385  -4.891  -1.12
C  -1.776  1.770  -3.621  -1.29
C  -1.085  1.335  -2.497  0.18
H  6.055  0.296  -2.410  0.42
H  5.026  -1.708  -1.374  0.56
H  2.615  -1.795  -0.964  1.22
H  2.182  2.081  -2.722  0.57
H  4.601  2.191  -3.084  0.44
H  1.316  -0.462  -4.032  0.74
H  0.068  0.248  -5.998  0.54
H  -1.917  1.727  -5.766  0.46
H  -2.638  2.414  -3.491  0.53
H  -1.422  1.651  -1.522  0.11

Forces on atoms 1 to 3 (eV/Å):
0.24 1.54 -0.13
0.00 0.01 -0.01
-0.01 0.01 0.00

For the LUMO energy (spin up / spin down), the calculation gives -2.812 / -2.893 eV. Its HOMO energy (spin up / spin down) is -9.2 / -9.3 eV. The total energy comes out at -3553.56186 Ha. As for the net charge: +1. The relative energy (zero: lowest compared OMol25 entry of this formula, charge and spin) is 0.0 kcal per mole. The calculation puts the gap between HOMO and LUMO (spin up / spin down) at 6.391 / 6.384 eV. The multiplicity is 1.


A structure of composition C46H53CsFN9O3S3 in a non-equilibrium geometry. Source: OMol25; level of theory: the ωB97M-V functional and the def2-TZVPD basis.

Last column: Mulliken charge in e.
Cartesian coordinates (Å):
Cs  -0.163  0.166  1.420  1.19
S  -0.650  0.981  4.809  -0.16
C  0.033  2.573  4.870  0.18
S  0.327  3.528  3.467  -0.44
C  0.379  3.093  6.139  0.15
C  0.205  2.371  7.349  0.07
N  0.074  1.844  8.372  -0.70
C  0.954  4.385  6.301  -0.06
N  1.413  5.425  6.522  -0.69
C  -6.159  -0.792  -3.594  -1.63
C  -5.605  0.604  -3.845  0.40
C  -6.738  1.618  -3.790  -1.00
C  -6.221  3.038  -3.899  -1.02
C  -5.245  3.297  -2.789  0.88
C  -5.101  4.538  -2.216  -0.82
C  -4.160  4.744  -1.211  0.08
F  -4.070  5.987  -0.688  -0.37
C  -3.347  3.744  -0.765  -1.25
C  -3.482  2.472  -1.337  0.35
C  -2.565  1.405  -0.866  1.04
O  -1.755  1.640  0.026  -0.59
C  -2.677  0.145  -1.568  0.36
C  -3.633  0.016  -2.515  -0.62
N  -4.553  0.959  -2.872  0.43
C  -4.439  2.235  -2.328  -0.33
C  -1.791  -1.075  -1.297  -0.45
O  -1.369  -1.673  -2.301  -0.85
O  -1.632  -1.340  -0.082  -0.62
H  -7.033  -0.944  -4.230  0.42
H  -6.469  -0.894  -2.552  0.38
H  -5.451  -1.588  -3.817  0.49
H  -5.161  0.639  -4.849  0.09
H  -7.280  1.491  -2.847  0.35
H  -7.438  1.385  -4.596  0.39
H  -7.039  3.760  -3.860  0.42
H  -5.725  3.172  -4.867  0.31
H  -5.712  5.372  -2.541  0.48
H  -2.612  3.894  0.016  0.82
H  -3.670  -0.921  -3.052  0.53
C  5.210  -2.281  -4.320  -2.19
C  4.402  -3.187  -3.393  2.22
C  5.371  -4.138  -2.678  -1.66
C  3.421  -4.003  -4.245  -1.64
C  3.613  -2.395  -2.352  0.28
C  2.820  -3.063  -1.424  -0.46
C  2.095  -2.336  -0.499  -1.15
N  2.113  -1.009  -0.451  0.17
C  2.864  -0.354  -1.322  -0.32
C  3.633  -1.009  -2.285  -0.12
C  2.837  1.152  -1.208  -0.28
C  3.525  1.974  -2.089  -0.15
C  3.460  3.361  -1.943  0.35
C  2.689  3.850  -0.902  -0.33
C  2.023  2.958  -0.067  -0.86
N  2.098  1.644  -0.215  0.01
C  4.229  4.260  -2.909  2.16
C  4.016  5.742  -2.605  -2.26
C  5.728  3.952  -2.802  -1.60
C  3.758  3.986  -4.343  -1.57
H  5.753  -2.895  -5.042  0.43
H  5.943  -1.686  -3.770  0.41
H  4.568  -1.598  -4.880  0.40
H  5.940  -4.717  -3.411  0.45
H  4.839  -4.837  -2.032  0.32
H  6.076  -3.580  -2.058  0.38
H  3.966  -4.573  -5.003  0.45
H  2.709  -3.348  -4.750  0.38
H  2.851  -4.704  -3.637  0.32
H  2.747  -4.144  -1.419  0.38
H  1.457  -2.825  0.229  0.52
H  4.235  -0.441  -2.977  0.41
H  4.109  1.547  -2.891  0.15
H  2.588  4.909  -0.713  0.51
H  1.415  3.306  0.766  0.23
H  4.366  6.005  -1.605  0.41
H  2.964  6.023  -2.680  0.41
H  4.577  6.343  -3.325  0.45
H  6.090  4.125  -1.787  0.38
H  6.291  4.594  -3.485  0.43
H  5.943  2.914  -3.062  0.31
H  2.690  4.188  -4.448  0.36
H  3.931  2.949  -4.632  0.31
H  4.302  4.627  -5.043  0.44
C  -3.834  -3.148  1.441  -1.08
N  -3.700  -2.058  2.377  0.25
C  -4.142  -0.701  2.086  0.25
C  -3.675  0.085  3.328  -0.49
N  -3.266  -0.981  4.237  -0.09
C  -3.183  -2.172  3.605  0.02
S  -2.579  -3.612  4.251  -0.48
H  -4.219  -2.741  0.509  0.34
H  -4.514  -3.910  1.831  0.36
H  -2.866  -3.598  1.235  0.27
H  -5.234  -0.682  1.981  0.35
H  -3.690  -0.357  1.155  -0.28
H  -4.490  0.664  3.764  0.21
H  -2.863  0.789  3.133  0.14
H  -2.602  -0.762  4.969  0.18
N  2.216  -1.627  2.977  -0.53
C  2.193  -2.479  3.759  0.43
N  2.067  -3.392  4.721  -0.07
C  1.381  -4.645  4.376  -0.41
C  1.030  -5.378  5.660  -0.77
C  0.067  -4.554  6.520  -0.49
C  0.439  -3.062  6.545  0.19
C  1.864  -2.833  6.083  -1.04
H  2.035  -5.242  3.737  0.39
H  0.463  -4.430  3.815  0.19
H  1.956  -5.596  6.202  0.29
H  0.584  -6.343  5.408  0.40
H  0.041  -4.969  7.531  0.28
H  -0.944  -4.661  6.121  0.13
H  0.315  -2.639  7.543  0.45
H  -0.225  -2.488  5.897  -0.29
H  2.593  -3.291  6.758  0.25
H  2.084  -1.768  6.032  0.59

Forces on atoms 1 to 3 (eV/Å):
1.80 0.01 2.10
0.00 -0.03 -0.01
0.07 0.02 0.01

For the LUMO energy, the calculation gives 3.192 eV. Its HOMO energy is -1.1 eV. The total energy comes out at -3817.94115 Ha. As for the net charge: -2. The relative energy (zero: lowest compared OMol25 entry of this formula, charge and spin) is 7.9 kcal per mole. The calculation puts the gap between HOMO and LUMO at 4.254 eV. The multiplicity is 1.


- The lowest relative energy (zero: lowest compared OMol25 entry of this formula, charge and spin) belongs to which entry?
  C46H51N6O3PReS2